## one
Molecular formula: C3H8N2
Method: DFT, wB97M-V/def2-TZVPD

Last column: Mulliken charge in e.
Positions of all 13 atoms, in Å:
H 1.0470 2.0784 -2.4195  0.25
N 1.8098 1.6090 -1.9694  -0.62
C 2.1530 2.3014 -0.9665  0.05
N 2.9393 1.8021 0.0814  -0.49
H 1.7601 3.3004 -0.7743  0.31
H 3.2871 0.8756 -0.0758  0.27
H 3.6738 2.4903 0.2421  0.24
C -2.1777 -2.6484 1.1240  -0.44
C -3.3979 -2.1922 0.8522  -0.44
H -1.9408 -3.7038 1.1078  0.23
H -1.3784 -1.9450 1.3101  0.21
H -4.1945 -2.8320 0.5008  0.23
H -3.5806 -1.1358 0.9870  0.21

SMILES string ... [H]/N=C/N.C=C
Lowest unoccupied orbital energy ... 1.01 eV



## two
Molecular formula: C3H8N2
Method: DFT, wB97M-V/def2-TZVPD

Last column: Mulliken charge in e.
Positions of all 13 atoms, in Å:
C -1.1724 -1.2819 0.3403  -1.20
C -0.1425 -0.2026 0.0734  0.57
N 0.2363 0.4961 1.2914  -0.72
C 0.4312 0.2236 -1.0407  -0.29
N 1.4476 1.2792 -1.0986  -0.58
H -0.6984 -2.1385 0.9576  0.26
H -1.6173 -1.8194 -0.5928  0.29
H -2.1263 -0.8623 0.8214  0.31
H -0.4076 0.3372 2.0533  0.29
H 0.1502 1.5422 1.0949  0.23
H -0.0707 0.0178 -1.9776  0.31
H 1.8039 1.4079 -0.1398  0.28
H 2.1659 1.0007 -1.7829  0.24

SMILES string ... C/C(N)=C/N
Lowest unoccupied orbital energy ... 1.04 eV



## three
Molecular formula: C3H8N2
Method: DFT, wB97M-V/def2-TZVPD

Last column: Mulliken charge in e.
Positions of all 13 atoms, in Å:
C -2.3549 -0.0924 -0.0004  -0.68
C -0.8321 0.1162 0.0271  -0.07
N -0.0908 -0.9378 0.0014  -0.57
N 1.2730 -0.8053 0.0444  0.04
C 2.0572 0.3669 -0.0318  -0.77
H -2.6496 -1.0205 -0.6497  0.23
H -2.9319 -0.0225 1.0643  0.20
H -2.6568 0.8971 -0.5537  0.22
H -0.3955 1.1653 0.0807  0.32
H 1.7045 -1.6923 0.0392  0.25
H 3.1935 0.1859 -0.1623  0.28
H 1.9957 0.9134 1.0058  0.25
H 1.6875 0.9262 -0.8650  0.29

SMILES string ... C/C=N/NC
Lowest unoccupied orbital energy ... 1.11 eV



Stability check: which of them is most stable? two.